Molecular formula: C42H78O27
Method: DFT, wB97M-V/def2-TZVPD

The value obtained for the frontier orbital gap is 0.353 Ha. The value obtained for the calculated total energy is -100099.9254 eV.

Geometry (Å):
C (-3.68, -5.65, -4.63)
O (-3.22, -5.26, -3.33)
C (-2.82, -4.03, -3.14)
O (-2.99, -3.12, -3.88)
O (-2.23, -3.96, -1.99)
C (-1.65, -2.68, -1.70)
H (-4.12, -4.80, -5.14)
H (-4.44, -6.41, -4.54)
H (-2.82, -6.00, -5.20)
H (-0.94, -2.31, -2.43)
H (-1.28, -2.68, -0.68)
H (-2.44, -1.92, -1.68)
C (1.40, -5.18, -0.37)
O (1.55, -4.18, 0.64)
C (2.71, -3.97, 1.23)
O (2.83, -3.17, 2.09)
O (3.68, -4.74, 0.76)
C (4.95, -4.71, 1.42)
H (2.19, -5.92, -0.33)
H (1.35, -4.74, -1.36)
H (0.45, -5.66, -0.14)
H (4.81, -5.05, 2.45)
H (5.34, -3.69, 1.50)
H (5.62, -5.40, 0.93)
C (-0.99, -0.40, -4.09)
O (0.33, -0.03, -3.68)
C (1.29, -0.01, -4.58)
O (1.21, -0.36, -5.71)
O (2.34, 0.57, -4.02)
C (3.39, 0.97, -4.86)
H (-1.31, 0.26, -4.91)
H (-1.70, -0.24, -3.29)
H (-0.98, -1.44, -4.41)
H (3.18, 1.76, -5.57)
H (3.79, 0.12, -5.43)
H (4.22, 1.26, -4.22)
C (-5.04, -1.09, 0.66)
O (-4.06, -0.14, 0.23)
C (-4.00, 0.32, -1.01)
O (-3.32, 1.25, -1.29)
O (-4.82, -0.34, -1.80)
C (-4.81, 0.03, -3.18)
H (-6.03, -0.74, 0.38)
H (-4.94, -1.11, 1.74)
H (-4.85, -2.12, 0.35)
H (-4.87, 1.10, -3.36)
H (-5.70, -0.43, -3.61)
H (-3.94, -0.45, -3.64)
C (4.06, -2.02, -1.07)
O (3.58, -3.03, -1.94)
C (4.39, -4.05, -2.16)
O (5.51, -4.15, -1.81)
O (3.70, -4.97, -2.85)
C (4.48, -5.96, -3.52)
H (3.42, -1.14, -1.13)
H (5.06, -1.66, -1.32)
H (4.02, -2.33, -0.02)
H (4.81, -5.64, -4.50)
H (3.85, -6.85, -3.64)
H (5.32, -6.27, -2.89)
C (2.77, -0.77, 4.62)
O (2.04, -1.75, 5.38)
C (1.87, -1.53, 6.69)
O (2.42, -0.69, 7.35)
O (0.99, -2.43, 7.12)
C (0.77, -2.53, 8.52)
H (3.22, -0.03, 5.26)
H (2.02, -0.30, 3.99)
H (3.47, -1.32, 4.00)
H (1.71, -2.43, 9.05)
H (0.42, -3.55, 8.66)
H (0.02, -1.85, 8.90)
C (-1.95, -0.91, 5.41)
C (-2.16, -0.60, 3.92)
C (-2.26, -2.03, 3.29)
O (-1.72, -2.91, 4.24)
C (-2.11, -2.42, 5.52)
H (-2.67, -0.34, 6.03)
H (-1.00, -0.57, 5.82)
H (-1.20, -0.28, 3.50)
H (-2.93, 0.09, 3.64)
H (-1.80, -2.11, 2.30)
H (-3.34, -2.26, 3.12)
H (-1.40, -2.81, 6.25)
H (-3.12, -2.69, 5.85)
C (1.60, 0.38, 0.38)
C (0.62, 1.45, 0.83)
C (-0.71, 0.81, 0.45)
O (-0.54, -0.58, 0.66)
C (0.86, -0.92, 0.71)
H (2.55, 0.36, 0.92)
H (1.89, 0.52, -0.67)
H (0.80, 2.45, 0.44)
H (0.73, 1.59, 1.91)
H (-0.93, 1.00, -0.61)
H (-1.53, 1.22, 1.04)
H (1.11, -1.73, 0.01)
H (1.13, -1.27, 1.71)
C (-1.33, 3.56, -3.54)
C (-1.19, 4.56, -4.67)
C (-0.11, 3.88, -5.52)
O (0.67, 3.10, -4.62)
C (0.13, 3.23, -3.28)
H (-1.75, 2.60, -3.85)
H (-1.84, 3.90, -2.64)
H (-0.81, 5.51, -4.30)
H (-2.12, 4.78, -5.19)
H (0.56, 4.56, -6.05)
H (-0.67, 3.24, -6.21)
H (0.69, 4.02, -2.77)
H (0.20, 2.27, -2.77)
O (-1.41, 8.78, 1.46)
C (-1.09, 7.63, 1.49)
O (-0.89, 6.96, 2.65)
C (-1.02, 5.56, 2.47)
C (-1.17, 5.30, 0.95)
C (-1.10, 6.68, 0.31)
H (-1.88, 5.12, 2.98)
H (-0.15, 5.01, 2.82)
H (-2.03, 4.71, 0.63)
H (-0.36, 4.64, 0.60)
H (-1.98, 6.97, -0.27)
H (-0.26, 6.85, -0.36)
O (6.38, 1.07, -2.09)
C (5.80, 1.82, -1.42)
O (4.72, 1.49, -0.70)
C (4.21, 2.62, -0.02)
C (5.43, 3.54, 0.14)
C (6.09, 3.31, -1.22)
H (3.72, 2.29, 0.90)
H (3.42, 3.18, -0.54)
H (6.06, 3.21, 0.97)
H (5.17, 4.58, 0.32)
H (7.18, 3.36, -1.22)
H (5.68, 3.97, -1.97)
O (-2.64, 2.68, 3.36)
C (-3.66, 2.68, 2.75)
O (-3.92, 3.58, 1.79)
C (-5.17, 3.29, 1.13)
C (-5.94, 2.37, 2.14)
C (-4.81, 1.68, 2.94)
H (-5.00, 2.79, 0.18)
H (-5.73, 4.20, 0.95)
H (-6.60, 1.71, 1.58)
H (-6.55, 3.03, 2.75)
H (-4.48, 0.77, 2.47)
H (-4.98, 1.65, 4.01)

***

Molecular formula: C42H80Br15F2INO
Method: DFT, wB97M-V/def2-TZVPD

The value obtained for the frontier orbital gap is 0.314 Ha. The value obtained for the calculated total energy is -1112553.7618 eV. The net charge is +1.

Geometry (Å):
C (-4.19, 4.89, 5.41)
C (-3.68, 4.65, 3.94)
C (-2.62, 3.50, 3.95)
O (-2.36, 3.10, 2.59)
C (-1.22, 2.28, 2.48)
C (-0.19, 2.90, 1.44)
C (0.40, 4.20, 2.08)
C (0.17, 5.48, 1.20)
C (-1.21, 6.16, 1.50)
F (0.27, 5.22, -0.17)
N (0.80, 1.89, 1.00)
C (2.06, 2.44, 0.38)
C (3.29, 2.43, 1.39)
C (4.15, 1.14, 1.33)
C (4.91, 0.98, -0.06)
C (3.41, -0.17, 1.79)
C (4.15, -1.49, 1.32)
C (3.62, -2.63, 2.23)
C (2.74, -3.57, 1.84)
C (2.15, -4.50, 2.94)
C (2.22, -3.78, 0.40)
C (0.10, 0.89, 0.10)
C (-0.09, 1.45, -1.37)
C (0.85, 0.67, -2.35)
F (0.21, 0.57, -3.60)
C (-1.37, 0.58, 0.61)
C (-1.95, -0.75, -0.01)
C (-3.05, -0.50, -1.11)
C (-1.56, 0.75, 2.15)
I (-3.65, 0.34, 2.70)
C (-0.62, -0.13, 3.09)
Br (-1.60, -0.52, 4.78)
C (-0.09, -1.47, 2.48)
C (-1.04, -2.70, 2.77)
H (-5.25, 5.21, 5.40)
H (-3.60, 5.71, 5.87)
H (-4.05, 4.00, 6.05)
H (-3.15, 5.57, 3.62)
H (-4.53, 4.39, 3.28)
H (-1.72, 3.93, 4.45)
H (-2.94, 2.64, 4.57)
H (-0.69, 2.35, 3.47)
H (-0.82, 3.23, 0.59)
H (1.47, 4.16, 2.36)
H (-0.15, 4.40, 3.02)
H (0.93, 6.22, 1.51)
H (-1.14, 6.79, 2.40)
H (-1.51, 6.81, 0.65)
H (-2.02, 5.42, 1.65)
H (1.12, 1.39, 1.84)
H (1.93, 3.47, -0.01)
H (2.41, 1.83, -0.47)
H (3.90, 3.32, 1.18)
H (2.87, 2.57, 2.42)
H (4.97, 1.28, 2.08)
H (5.15, 1.98, -0.46)
H (5.80, 0.37, 0.15)
H (4.21, 0.40, -0.71)
H (2.37, -0.25, 1.41)
H (3.43, -0.20, 2.90)
H (5.25, -1.39, 1.36)
H (3.79, -1.69, 0.29)
H (3.98, -2.65, 3.28)
H (2.33, -4.07, 3.96)
H (2.64, -5.49, 2.87)
H (1.06, -4.63, 2.83)
H (2.98, -4.32, -0.20)
H (1.86, -2.86, -0.09)
H (1.34, -4.47, 0.46)
H (0.66, -0.06, 0.00)
H (-1.12, 1.27, -1.75)
H (0.08, 2.55, -1.42)
H (1.00, -0.38, -2.02)
H (1.85, 1.14, -2.46)
H (-1.99, 1.39, 0.15)
H (-1.09, -1.23, -0.54)
H (-2.27, -1.46, 0.77)
H (-3.25, 0.57, -1.32)
H (-2.68, -0.94, -2.06)
H (-3.98, -1.06, -0.87)
H (0.26, 0.45, 3.45)
H (0.86, -1.71, 3.01)
H (0.14, -1.44, 1.40)
H (-0.80, -3.53, 2.06)
H (-2.09, -2.41, 2.64)
H (-0.84, -3.11, 3.78)
Br (-5.94, -0.65, -2.97)
C (-5.61, -0.14, -4.83)
C (-4.23, -0.55, -5.28)
Br (-2.86, 0.65, -4.58)
H (-5.77, 0.93, -4.90)
H (-6.37, -0.66, -5.40)
H (-4.16, -0.47, -6.36)
H (-3.97, -1.56, -4.97)
Br (-1.05, -4.21, -1.19)
C (-1.34, -5.84, -0.17)
C (-2.71, -6.41, -0.43)
Br (-4.09, -5.40, 0.52)
H (-1.17, -5.60, 0.88)
H (-0.57, -6.53, -0.51)
H (-2.79, -7.42, -0.05)
H (-2.98, -6.40, -1.48)
Br (4.41, 0.52, -3.61)
C (4.23, 2.33, -4.32)
C (5.57, 2.99, -4.51)
Br (6.32, 3.58, -2.82)
H (3.58, 2.88, -3.64)
H (3.72, 2.21, -5.28)
H (5.47, 3.89, -5.11)
H (6.31, 2.33, -4.97)
Br (-2.31, -4.73, 6.50)
C (-1.62, -3.89, 8.12)
C (-2.54, -2.80, 8.60)
Br (-2.35, -1.19, 7.51)
H (-0.62, -3.54, 7.89)
H (-1.57, -4.69, 8.86)
H (-2.28, -2.49, 9.61)
H (-3.59, -3.07, 8.57)
Br (7.16, 7.27, -1.84)
C (6.86, 7.93, -3.65)
C (5.42, 8.31, -3.87)
Br (4.30, 6.73, -4.12)
H (7.21, 7.15, -4.33)
H (7.50, 8.80, -3.74)
H (5.31, 8.88, -4.78)
H (4.99, 8.87, -3.04)
Br (-1.24, -3.14, -9.64)
C (-0.52, -1.55, -8.77)
C (-0.48, -1.71, -7.28)
Br (-2.25, -1.49, -6.49)
H (-1.12, -0.71, -9.10)
H (0.49, -1.45, -9.17)
H (0.13, -0.93, -6.82)
H (-0.11, -2.68, -6.96)
Br (-3.12, -8.08, -4.46)
C (-4.49, -9.27, -3.77)
C (-4.51, -9.27, -2.27)
Br (-3.03, -10.32, -1.54)
H (-4.30, -10.26, -4.19)
H (-5.43, -8.89, -4.16)
H (-5.41, -9.75, -1.89)
H (-4.43, -8.27, -1.84)

***

Number 1: LUMO energy 0.32 eV. Number 2: LUMO energy -1.92 eV.